Model w:
This record from the Open Molecules 2025 dataset describes a cluster of 8 separate species, C32H80O16 in total. The level of theory is ωB97M-V with the def2-TZVPD basis set.

Output
- HOMO level (Eh) = -0.3411
- total charge = 0
- M (g mol⁻¹) = 721.0
- frontier orbital gap (hartree) = 0.357
- SMILES string = COCCOC.COCCOC.COCCOC.COCCOC.COCCOC.COCCOC.COCCOC.COCCOC
- spin multiplicity = 1

XYZ file:
```
128
C32H80O16, DFT ωB97M-V with the def2-TZVPD basis set
C -18.82033 -17.28748 -23.13572
O -18.11878 -18.14329 -22.25215
C -18.56099 -19.41609 -21.99358
C -19.74922 -19.35521 -21.02017
O -19.87470 -20.31227 -19.96026
C -19.13681 -20.10184 -18.77583
H -18.36718 -16.30363 -23.01411
H -19.87226 -17.33308 -22.85382
H -18.47457 -17.43663 -24.15861
H -17.70271 -19.84359 -21.47520
H -18.65971 -20.14520 -22.79780
H -20.63218 -19.49807 -21.64312
H -19.80297 -18.36243 -20.57340
H -18.93381 -20.96517 -18.14213
H -19.64094 -19.47825 -18.03753
H -18.26564 -19.46829 -18.94250
C -16.76669 -21.31615 -27.23015
O -16.12378 -20.02872 -26.94637
C -15.78126 -19.20098 -28.12068
C -15.27659 -17.75661 -27.82961
O -15.18042 -16.98800 -28.99601
C -16.43861 -16.52609 -29.54192
H -17.06130 -21.84400 -26.32314
H -16.05991 -21.93947 -27.77792
H -17.67452 -21.01116 -27.75065
H -16.60590 -19.10472 -28.82695
H -14.94752 -19.60326 -28.69612
H -14.34940 -17.87394 -27.26867
H -15.99855 -17.34099 -27.12666
H -16.90638 -17.11078 -30.33402
H -16.22415 -15.50593 -29.86033
H -17.29322 -16.36985 -28.88366
C -17.52787 -14.17640 -24.91597
O -16.88673 -13.89630 -26.17330
C -15.52968 -14.30726 -26.29225
C -14.48106 -13.50981 -25.48492
O -14.26194 -12.12721 -25.97829
C -13.80096 -11.22234 -25.05895
H -17.12559 -15.11449 -24.53355
H -18.60494 -14.32894 -24.84697
H -17.22868 -13.39630 -24.21596
H -15.32778 -14.11911 -27.34673
H -15.49241 -15.38191 -26.11386
H -13.46842 -13.90673 -25.41350
H -14.84531 -13.45250 -24.45919
H -12.97869 -11.68744 -24.51521
H -14.58234 -10.98394 -24.33734
H -13.53588 -10.22133 -25.39928
C -8.89838 -23.15768 -15.29896
O -10.12589 -22.62462 -15.88435
C -10.62395 -23.48073 -16.98549
C -10.06749 -22.78852 -18.32434
O -10.87992 -23.35054 -19.34839
C -10.24142 -23.22694 -20.55929
H -8.14143 -23.33263 -16.06350
H -9.03402 -23.90779 -14.51983
H -8.29509 -22.38896 -14.81604
H -11.70119 -23.64710 -16.98417
H -10.09471 -24.42816 -16.88364
H -8.99065 -22.95585 -18.34712
H -10.11836 -21.70514 -18.21573
H -11.00111 -23.22910 -21.34094
H -9.60171 -24.08611 -20.76100
H -9.71229 -22.29021 -20.73439
C -12.47819 -22.03250 -26.47548
O -12.08441 -23.38138 -26.62195
C -12.25925 -23.77951 -27.95377
C -11.80843 -22.74919 -29.09025
O -11.33460 -23.42254 -30.25634
C -12.38908 -24.27010 -30.78858
H -13.55225 -21.92052 -26.62370
H -11.84958 -21.38720 -27.08910
H -12.26168 -21.72054 -25.45376
H -13.25059 -24.22239 -28.04980
H -11.50125 -24.56130 -27.90547
H -10.91749 -22.22520 -28.74420
H -12.51244 -21.92243 -29.18470
H -13.22243 -23.59721 -30.99067
H -12.72752 -25.00525 -30.05842
H -12.05676 -24.69226 -31.73698
C -15.37699 -17.95046 -24.33229
O -13.88260 -18.14608 -24.23593
C -13.70006 -19.58106 -24.23226
C -14.47222 -20.46553 -23.14754
O -14.16499 -19.99772 -21.83349
C -12.85586 -20.30660 -21.39472
H -15.73034 -18.50165 -25.20374
H -15.48916 -16.86638 -24.31543
H -15.80877 -18.35125 -23.41521
H -12.64155 -19.82871 -24.15274
H -13.81201 -20.06020 -25.20489
H -14.41151 -21.53881 -23.32774
H -15.55179 -20.31510 -23.14785
H -12.52088 -19.92553 -20.43000
H -12.08725 -20.00673 -22.10704
H -12.90947 -21.37728 -21.19757
C -11.75398 -13.35448 -21.95607
O -12.48900 -14.44621 -22.43964
C -11.67961 -15.65289 -22.63684
C -10.56230 -15.73806 -23.69176
O -9.34394 -15.23894 -23.13520
C -8.27031 -15.02775 -24.08461
H -11.31740 -12.70148 -22.71180
H -11.03030 -13.70133 -21.21846
H -12.45868 -12.66192 -21.49578
H -12.33491 -16.52318 -22.67258
H -11.29568 -15.87806 -21.64186
H -10.68130 -15.01842 -24.50173
H -10.47065 -16.66149 -24.26358
H -7.35596 -14.76582 -23.55219
H -8.56316 -14.20015 -24.73070
H -8.08243 -15.97617 -24.58792
C -15.84832 -15.14713 -17.92016
O -15.85600 -14.64361 -19.18443
C -15.90506 -15.58370 -20.29304
C -15.75911 -15.09388 -21.73272
O -16.90820 -14.20303 -21.99539
C -16.70199 -12.81107 -21.53617
H -15.03585 -15.83795 -17.69485
H -16.73818 -15.77544 -17.88207
H -16.01384 -14.28207 -17.27800
H -16.76565 -16.25065 -20.24139
H -15.10131 -16.28435 -20.06679
H -15.88184 -15.91570 -22.43817
H -14.81554 -14.58704 -21.93490
H -15.68324 -12.44593 -21.66623
H -16.72669 -12.79999 -20.44651
H -17.51694 -12.14724 -21.82475
```

---

Model x:
This record from the Open Molecules 2025 dataset describes a cluster of 8 separate species, C32H80O16 in total. The level of theory is ωB97M-V with the def2-TZVPD basis set.

Output
- HOMO level (Eh) = -0.3354
- total charge = 0
- M (g mol⁻¹) = 721.0
- frontier orbital gap (hartree) = 0.358
- SMILES string = COCCOC.COCCOC.COCCOC.COCCOC.COCCOC.COCCOC.COCCOC.COCCOC
- spin multiplicity = 1

XYZ file:
```
128
C32H80O16, DFT ωB97M-V with the def2-TZVPD basis set
C -5.12119 -1.75756 3.55610
O -3.74364 -2.09022 3.46575
C -3.37091 -2.86191 2.36053
C -1.95161 -3.42250 2.59939
O -1.83389 -4.50490 1.69092
C -0.49329 -4.90115 1.51767
H -5.71033 -2.52072 3.04048
H -5.25752 -0.77701 3.08633
H -5.37389 -1.69372 4.61272
H -3.26458 -2.29547 1.42805
H -4.03479 -3.72186 2.23400
H -1.87879 -3.81092 3.61914
H -1.23385 -2.64830 2.31554
H 0.04731 -4.20318 0.86349
H -0.44348 -5.86641 1.01796
H 0.02492 -4.91307 2.48201
C -1.27318 0.38360 1.71628
O -0.24618 -0.35166 1.12204
C 0.12828 0.11096 -0.16410
C -0.95334 -0.14571 -1.21724
O -1.54408 -1.41327 -1.11382
C -0.79792 -2.43019 -1.70741
H -1.36547 1.37586 1.24725
H -1.12247 0.59214 2.77644
H -2.28761 -0.01879 1.58930
H 1.12560 -0.25061 -0.42395
H 0.36216 1.17902 -0.06037
H -0.35916 -0.07610 -2.13600
H -1.69143 0.64955 -1.15887
H -0.30337 -2.15951 -2.64670
H -1.43486 -3.27831 -1.96980
H -0.02746 -2.84265 -1.04488
C 5.55405 -1.22434 1.25228
O 5.33143 -1.50724 -0.10850
C 3.95415 -1.47904 -0.38319
C 3.66681 -1.89869 -1.80778
O 4.01743 -3.22859 -2.02642
C 4.72261 -3.49684 -3.22743
H 5.16070 -2.08276 1.81693
H 5.12917 -0.33901 1.74004
H 6.62612 -1.17103 1.44578
H 3.52928 -0.47758 -0.23908
H 3.39325 -2.17549 0.25891
H 4.27419 -1.22495 -2.43549
H 2.63170 -1.66969 -2.09290
H 4.13208 -3.02505 -4.02335
H 4.76610 -4.56164 -3.41325
H 5.68514 -2.98452 -3.25923
C 1.52018 5.64716 7.72831
O 2.01671 4.80122 6.71319
C 2.09460 5.48751 5.48250
C 2.65721 4.57582 4.38471
O 1.76244 3.61808 3.89537
C 1.50459 2.50996 4.75100
H 1.57830 5.08576 8.66159
H 0.47997 5.93255 7.54941
H 2.12835 6.54401 7.88418
H 2.75244 6.36461 5.53971
H 1.09023 5.80416 5.17179
H 3.54783 4.04520 4.74999
H 2.94588 5.24145 3.57060
H 0.82738 1.85175 4.21925
H 1.14655 2.79722 5.73989
H 2.48694 2.02327 4.84586
C 1.38614 -1.86231 -7.17535
O 0.35430 -1.10358 -6.58784
C -0.19156 -1.70323 -5.40618
C -1.15915 -2.81863 -5.64885
O -0.50493 -4.01199 -6.06851
C -1.40796 -5.06852 -6.28906
H 1.05146 -2.72931 -7.75877
H 2.08898 -2.20264 -6.40698
H 1.84389 -1.21008 -7.92554
H -0.72740 -0.88268 -4.92983
H 0.65053 -2.02900 -4.78442
H -1.82659 -2.48871 -6.45599
H -1.67231 -3.08617 -4.71818
H -2.02936 -4.85237 -7.16576
H -2.04163 -5.28592 -5.42495
H -0.80215 -5.93751 -6.54002
C -0.78858 1.64982 -5.35325
O -1.55757 1.43850 -4.16928
C -2.94803 1.75186 -4.40138
C -3.81487 1.02745 -3.40990
O -3.73043 -0.36482 -3.47453
C -4.54291 -0.90319 -2.43809
H -1.21723 1.15644 -6.22767
H 0.12844 1.12868 -5.07662
H -0.58284 2.70290 -5.56504
H -3.24376 1.48078 -5.42007
H -2.97631 2.84040 -4.29215
H -4.84807 1.37111 -3.58380
H -3.57921 1.42979 -2.41122
H -4.60602 -1.97877 -2.58547
H -5.52998 -0.46270 -2.27723
H -3.99079 -0.73892 -1.50383
C 0.75395 6.29207 -3.18564
O 0.74577 5.26260 -2.21128
C -0.51905 5.06265 -1.63669
C -0.43186 3.82296 -0.75037
O -1.50233 3.74008 0.15210
C -2.81453 3.77655 -0.42272
H 0.09423 5.95836 -3.99571
H 1.73526 6.60507 -3.51124
H 0.17847 7.14486 -2.79869
H -1.41040 5.13050 -2.27171
H -0.66874 5.93027 -0.96512
H 0.53696 3.84223 -0.25545
H -0.39915 2.93584 -1.40025
H -3.54202 3.76429 0.38307
H -2.91873 2.95250 -1.12636
H -2.89094 4.77464 -0.85976
C 0.00745 0.12350 6.77514
O 0.84379 -0.19066 5.69248
C 0.27926 -1.14747 4.83698
C 1.24119 -1.41987 3.70813
O 2.54844 -1.71568 4.14869
C 2.97295 -3.01338 3.82550
H -0.18870 -0.77104 7.37696
H -0.94815 0.59395 6.50235
H 0.52470 0.89581 7.34837
H -0.75488 -0.98424 4.51604
H 0.18759 -2.14010 5.31802
H 1.37088 -0.49559 3.12622
H 0.81305 -2.03950 2.91404
H 3.93725 -3.20883 4.29469
H 3.12470 -3.09935 2.73822
H 2.22563 -3.75837 4.12691
```

---

Among the structures shown above, model x is the most stable, with the second-best lying 4.709 eV higher.